No. 1
Here is a structure of composition C31H27N3O10PS2 from the Open Molecules 2025 dataset. Energies are from the ωB97M-V functional and the def2-TZVPD basis.

Properties
- Charge: -1
- Frontier orbital gap: 5.7 eV
- Lowest unoccupied orbital energy: 0.45 eV
- HOMO level: -5.266 eV

CARTESIAN COORDINATES (ANGSTROEM)
N 2.533 0.179 3.633
C 2.871 1.541 4.085
C 2.187 2.582 3.191
O 3.148 3.043 2.209
C 1.690 3.795 3.962
S 0.001 4.276 3.612
O -0.297 3.725 2.303
O -0.009 5.715 3.694
N -0.958 3.728 4.772
S -1.102 2.139 4.883
O 0.126 1.398 4.570
O -1.676 1.830 6.170
P -2.703 1.410 3.522
N -2.873 2.585 2.309
O -1.820 0.297 2.711
H 3.136 -0.478 4.118
H 1.589 -0.023 3.947
H 3.948 1.668 4.009
H 2.526 1.700 5.110
H 1.380 2.109 2.639
H 2.925 2.621 1.375
H 2.264 4.657 3.626
H 1.848 3.696 5.033
H -2.799 3.494 2.767
H -2.076 2.547 1.673
H -1.080 0.014 3.270
C 3.028 0.594 -6.053
C 2.984 1.723 -5.241
C 3.121 1.598 -3.870
C 3.295 0.342 -3.304
C 3.321 -0.793 -4.117
C 3.196 -0.660 -5.493
C 3.460 -2.158 -3.528
O 3.487 -3.143 -4.236
C 3.549 -2.272 -2.044
C 3.612 -3.533 -1.464
C 3.695 -3.655 -0.088
C 3.725 -2.520 0.717
C 3.664 -1.261 0.147
C 3.569 -1.134 -1.233
C 3.456 0.229 -1.826
O 3.472 1.209 -1.116
H 2.927 0.695 -7.125
H 2.841 2.701 -5.680
H 3.093 2.469 -3.229
H 3.225 -1.544 -6.115
H 3.588 -4.409 -2.097
H 3.734 -4.638 0.363
H 3.789 -2.618 1.792
H 3.677 -0.375 0.769
C -7.748 -1.693 -1.363
C -7.459 -2.964 -0.879
C -6.147 -3.336 -0.645
C -5.116 -2.441 -0.902
C -5.406 -1.172 -1.405
C -6.725 -0.799 -1.626
C -4.315 -0.204 -1.727
O -4.572 0.896 -2.166
C -2.908 -0.641 -1.506
C -1.874 0.223 -1.839
C -0.561 -0.160 -1.629
C -0.276 -1.405 -1.080
C -1.301 -2.273 -0.750
C -2.621 -1.898 -0.966
C -3.709 -2.857 -0.627
O -3.465 -3.944 -0.148
H -8.775 -1.400 -1.537
H -8.260 -3.664 -0.682
H -5.910 -4.319 -0.263
H -6.938 0.191 -2.004
H -2.107 1.192 -2.258
H 0.244 0.516 -1.888
H 0.753 -1.697 -0.909
H -1.088 -3.243 -0.323

=====

No. 2
Here is a structure of composition C31H27N4O3S2Sn from the Open Molecules 2025 dataset. Energies are from the ωB97M-V functional and the def2-TZVPD basis.

Properties
- Charge: +1
- Frontier orbital gap: 7.3 eV
- Lowest unoccupied orbital energy: -2.82 eV
- HOMO level: -10.135 eV

CARTESIAN COORDINATES (ANGSTROEM)
Sn -0.271 0.255 0.815
C 0.491 -2.642 4.337
C 0.705 -3.978 4.046
C 0.557 -4.412 2.742
C 0.207 -3.505 1.740
N 0.014 -2.205 2.028
C 0.155 -1.804 3.291
C -0.019 -3.202 -0.733
C -0.193 -3.683 -2.126
C -0.136 -3.033 -3.315
C 0.091 -1.648 -3.765
C 0.221 -0.536 -3.017
C 0.162 -0.863 -1.635
H 0.584 -2.252 5.341
H 0.984 -4.677 4.824
H 0.719 -5.449 2.490
H -0.015 -0.748 3.482
H -0.396 -4.745 -2.200
H -0.297 -3.698 -4.156
H 0.135 -1.529 -4.842
H 0.363 0.455 -3.419
O 3.653 4.211 -0.446
C 4.324 3.066 -0.237
C 5.716 3.126 -0.311
C 6.475 1.993 -0.115
C 5.871 0.767 0.165
C 4.498 0.703 0.249
C 3.702 1.838 0.053
C 2.241 1.702 0.166
O 1.765 0.539 0.519
N 1.486 2.736 -0.119
N 0.131 2.454 0.030
C -0.642 3.477 0.030
S -0.050 5.102 -0.170
C -1.630 5.884 0.247
C -2.746 5.001 -0.273
S -2.376 3.302 0.241
H 2.696 4.014 -0.381
H 6.172 4.083 -0.529
H 7.554 2.061 -0.180
H 6.471 -0.120 0.315
H 4.004 -0.233 0.472
H -1.646 6.867 -0.221
H -1.691 6.002 1.328
H -2.808 5.036 -1.359
H -3.709 5.273 0.156
C -4.671 0.272 -1.290
C -3.817 -0.385 -0.242
N -4.446 -0.946 0.807
O -2.591 -0.403 -0.340
H -5.734 0.074 -1.166
H -4.344 -0.076 -2.268
H -4.497 1.348 -1.247
H -5.446 -0.945 0.888
H -3.898 -1.393 1.523
C 0.094 -1.778 -0.845
C 0.040 -3.998 0.349
C -0.024 -5.479 0.162
C -1.179 -6.181 0.495
C -1.237 -7.557 0.327
C -0.137 -8.244 -0.170
C 1.019 -7.551 -0.500
C 1.075 -6.173 -0.335
H -2.036 -5.645 0.886
H -2.141 -8.094 0.583
H -0.182 -9.318 -0.300
H 1.879 -8.082 -0.886
H 1.977 -5.629 -0.590

=====

No. 3
Here is a structure of composition C31H28BrIN5NdO10SSi from the Open Molecules 2025 dataset. Energies are from the ωB97M-V functional and the def2-TZVPD basis.

Properties
- 2S+1: 4
- Charge: -2
- Frontier orbital gap (spin up / spin down): 5.7 / 5.7 eV
- Lowest unoccupied orbital energy (spin up / spin down): 2.97 / 2.97 eV
- HOMO level (spin up / spin down): -2.703 / -2.707 eV
- <S²>: 3.753

CARTESIAN COORDINATES (ANGSTROEM)
Nd 0.874 0.944 -0.044
O -0.154 0.771 2.380
S -0.736 2.055 2.205
O -1.929 2.305 2.991
O 0.374 3.096 2.726
O -0.783 2.509 0.772
I 2.806 3.100 -1.539
C 2.569 1.500 1.898
C 3.892 1.279 1.485
C 5.055 1.364 2.396
C 4.860 1.556 3.694
C 3.517 1.807 4.195
C 3.183 2.107 5.581
C 1.931 2.564 6.005
C 0.978 2.860 5.038
C 1.258 2.565 3.699
C 2.403 1.848 3.269
H 4.173 0.887 0.511
H 6.060 1.109 2.075
H 5.649 1.454 4.378
H 3.886 1.879 6.366
H 1.533 2.597 7.080
H 0.049 3.327 5.224
C 1.645 -2.078 2.674
C 2.199 -2.270 1.284
C 3.101 -3.258 1.040
C 3.762 -3.262 -0.280
C 3.363 -2.374 -1.236
C 2.300 -1.506 -0.992
N 1.928 -1.308 0.357
N 1.638 -0.694 -1.830
Si 1.576 -0.811 -3.581
C 1.969 -2.600 -4.113
C -0.193 -0.603 -4.263
C 2.681 0.441 -4.340
H 0.825 -2.760 2.714
H 1.265 -1.080 2.752
H 2.327 -2.368 3.456
H 3.422 -3.989 1.812
H 4.525 -3.968 -0.533
H 3.866 -2.344 -2.220
H 1.127 -3.152 -3.999
H 2.790 -3.104 -3.487
H 2.231 -2.543 -5.252
H -0.657 0.370 -4.231
H -0.855 -1.363 -3.838
H -0.080 -0.930 -5.330
H 3.712 0.036 -4.184
H 2.738 1.362 -3.824
H 2.479 0.645 -5.441
Br -3.724 3.071 -5.373
C -2.483 2.829 -3.902
C -2.930 2.100 -2.754
C -1.924 1.827 -1.842
N -0.645 2.127 -1.994
C -0.313 2.907 -2.980
C -1.198 3.377 -3.994
H -3.966 1.720 -2.612
H -2.202 1.398 -0.878
H 0.754 3.158 -2.970
H -0.857 3.915 -4.918
O -1.487 -2.411 0.819
C -1.968 -1.326 0.502
O -1.498 -0.296 0.068
C -3.494 -1.332 0.540
C -4.110 -2.072 1.498
C -5.460 -2.197 1.498
C -6.272 -1.810 0.424
C -5.615 -1.057 -0.498
C -4.220 -0.750 -0.466
N -6.421 -0.539 -1.614
O -7.553 -0.969 -1.654
O -5.874 0.164 -2.447
N -6.160 -2.930 2.544
O -5.548 -3.121 3.593
O -7.326 -3.257 2.306
H -3.555 -2.534 2.357
H -7.350 -1.819 0.457
H -3.730 -0.143 -1.215

=====

No. 4
Here is a structure of composition C31H28Cl3GeHgN6O5 from the Open Molecules 2025 dataset. Energies are from the ωB97M-V functional and the def2-TZVPD basis.

Properties
- Charge: -1
- Frontier orbital gap: 7.0 eV
- Lowest unoccupied orbital energy: 1.78 eV
- HOMO level: -5.187 eV

CARTESIAN COORDINATES (ANGSTROEM)
Hg -0.250 -0.216 -1.426
O -0.420 -2.819 -4.909
C -0.483 -2.332 -3.769
N -0.261 -1.066 -3.445
C 0.076 -0.217 -4.560
C 0.606 1.142 -4.162
C 1.038 2.014 -5.157
C 1.555 3.245 -4.805
C 1.640 3.581 -3.461
C 1.188 2.667 -2.535
N 0.669 1.484 -2.879
C -0.823 -3.266 -2.620
C -0.817 -4.637 -2.852
C -1.115 -5.488 -1.803
C -1.415 -4.946 -0.560
C -1.404 -3.567 -0.427
N -1.115 -2.746 -1.432
H -0.795 -0.070 -5.212
H 0.825 -0.701 -5.194
H 0.978 1.704 -6.193
H 1.906 3.928 -5.568
H 2.078 4.510 -3.126
H 1.276 2.871 -1.475
H -0.579 -4.988 -3.846
H -1.113 -6.561 -1.950
H -1.651 -5.571 0.290
H -1.628 -3.098 0.526
C 2.903 -2.059 -1.710
O 1.885 -1.627 -0.815
C 1.793 -2.182 0.414
C 2.710 -3.121 0.869
C 2.608 -3.639 2.150
C 1.594 -3.208 2.989
C 0.684 -2.268 2.536
C 0.747 -1.748 1.250
N -0.215 -0.793 0.770
N -1.004 -0.416 1.669
C -1.992 0.515 1.573
C -2.436 1.220 0.409
O -2.061 1.002 -0.777
C -3.410 2.279 0.596
C -3.939 2.569 1.796
C -3.573 1.837 2.974
C -4.169 2.129 4.215
C -3.819 1.439 5.347
C -2.842 0.437 5.253
C -2.247 0.141 4.050
C -2.604 0.821 2.865
H 3.891 -1.802 -1.325
H 2.824 -3.134 -1.890
H 2.730 -1.514 -2.633
H 3.523 -3.433 0.230
H 3.335 -4.367 2.489
H 1.515 -3.590 3.998
H -0.100 -1.912 3.187
H -3.685 2.826 -0.297
H -4.660 3.374 1.895
H -4.915 2.915 4.258
H -4.286 1.662 6.298
H -2.546 -0.109 6.140
H -1.485 -0.621 3.999
Cl 4.103 1.106 -2.216
Ge 3.412 1.058 0.011
Cl 3.445 3.455 0.308
Cl 5.510 0.653 0.812
N 0.487 4.677 1.480
C 0.687 3.690 2.543
C 0.889 2.317 1.941
O 1.406 1.407 2.519
O 0.417 2.193 0.689
H 0.175 5.563 1.852
H 0.021 3.059 0.464
H 1.386 4.831 1.027
H -0.207 3.621 3.168
H 1.547 3.888 3.183

=====

Max |F|: 0.837 0.687 4.477 0.425 (eV Å⁻¹)
E_tot: -3252.068131 -2652.670031 -6345.191880 -5514.019081 (hartree)
M: 696.68 686.43 1041.79 944.16 (g/mol)